1.
Entry from OMol25: a structure of composition C18H31F9FeNO11S3 in a non-equilibrium geometry (ωB97M-V/def2-TZVPD).

Geometry as XYZ:
```
74
Properties=species:S:1:pos:R:3:forces:R:3:lowdin_spin:R:1
Fe -25.91388 9.15475 28.31139 1.1 0.4 -1.1 3.744
C -21.53840 9.38794 27.93123 0.8 -0.1 0.4 0.002
C -22.69922 10.29290 27.58781 -1.1 0.0 0.3 0.011
C -22.52544 10.79358 26.15147 -0.5 -0.5 -0.2 0.002
O -23.93806 9.70732 27.90516 -0.3 -0.2 -0.3 0.077
H -21.49823 8.40924 27.45307 -0.6 -0.1 -0.1 0.000
H -21.49874 9.26958 29.01405 0.0 -0.3 0.1 0.000
H -20.60297 9.86009 27.63096 0.2 0.2 0.1 0.000
H -22.55947 11.17174 28.21726 0.1 0.5 0.4 0.001
H -22.62395 9.89969 25.53556 0.0 0.1 -0.5 0.000
H -21.54837 11.24792 25.98715 0.2 -0.2 0.1 0.000
H -23.24760 11.54065 25.82209 -0.3 -0.2 0.2 0.000
C -26.89164 8.33947 23.94227 -1.7 1.7 2.3 0.002
F -27.20692 7.03022 24.22803 0.6 1.6 -1.7 0.000
F -25.58506 8.52535 23.95802 0.5 -0.7 -0.3 0.000
F -27.35924 8.86860 22.76969 0.3 -1.8 0.9 0.001
S -27.68748 9.43303 25.36408 -2.3 1.4 -1.1 0.006
O -26.99820 9.06966 26.59985 0.1 -1.2 -0.6 0.029
O -27.34907 10.81262 25.02204 0.2 -0.8 -0.5 0.001
O -29.13586 9.15412 25.29801 2.8 -0.1 0.0 0.003
C -30.52190 8.35733 30.30963 1.5 0.0 -0.2 0.002
F -30.99181 7.12553 30.35809 -0.4 0.7 0.5 0.000
F -31.48502 9.26689 30.44921 0.3 -0.6 0.1 0.001
F -29.58703 8.54624 31.30096 -1.2 -0.2 -0.6 0.000
S -29.57896 8.64822 28.67019 0.5 0.9 -4.5 0.004
O -29.90380 9.97840 28.19980 -0.8 -0.6 1.2 0.000
O -28.13408 8.53357 28.92209 -1.6 -0.7 0.9 0.018
N -30.25208 7.58740 27.35729 1.6 0.9 4.2 0.001
S -29.42031 6.22928 27.59927 0.8 -0.2 2.1 0.000
O -28.31071 6.11738 26.68440 -0.9 -0.9 -0.1 0.000
O -29.05378 5.94345 29.02106 -0.9 0.0 -2.0 0.000
C -30.80377 4.94843 27.26523 1.5 0.5 -0.6 0.000
F -31.90451 5.18929 27.94882 0.0 -0.1 0.5 0.000
F -31.11160 4.99641 25.97702 -0.2 -0.1 -0.6 0.000
F -30.34122 3.71384 27.53527 -0.3 0.3 0.2 0.000
C -26.63661 9.88545 32.34022 0.3 -1.9 1.3 0.001
C -25.31577 10.62548 32.26299 -0.5 0.7 -0.3 0.000
C -24.80147 10.28579 30.85797 0.2 0.5 0.3 0.001
O -25.72310 9.29888 30.34524 1.3 0.4 0.5 0.025
C -26.31021 8.66338 31.46803 -1.3 0.3 -0.5 0.003
H -27.52835 10.44697 32.06169 0.2 -0.1 -0.4 0.000
H -26.74005 9.56020 33.37542 -0.5 0.0 0.1 0.000
H -24.62205 10.31563 33.04456 -0.1 0.0 0.0 0.000
H -25.55448 11.68100 32.39339 0.5 0.2 -0.1 0.000
H -23.78547 9.89224 30.88898 -0.1 -0.2 -0.2 0.000
H -24.79460 11.17717 30.23069 -0.1 -0.4 -0.4 0.000
H -25.63071 7.95516 31.94215 0.4 0.2 0.3 0.000
H -27.11944 8.06016 31.05648 -0.3 0.3 0.3 0.000
C -28.07222 12.95531 28.52501 0.1 0.9 0.5 0.001
C -26.97575 13.27414 27.48246 0.2 -0.8 -0.3 0.000
C -26.03769 12.04570 27.53409 0.0 1.4 0.8 0.000
O -26.66795 11.16568 28.47964 0.2 -0.8 0.3 0.027
C -27.45350 11.90083 29.45062 -0.3 0.1 -2.0 0.003
H -28.98882 12.61400 28.04390 0.2 -0.4 0.1 0.000
H -28.33836 13.83596 29.10958 -0.1 0.2 0.0 0.000
H -26.37375 14.16125 27.67924 -0.3 0.2 0.2 0.000
H -27.37965 13.32346 26.47125 -0.2 0.2 0.1 0.000
H -25.06716 12.31357 27.95172 0.2 0.1 0.2 0.000
H -25.81967 11.64951 26.54232 -0.7 -0.8 0.4 0.000
H -26.86007 12.35263 30.24549 0.5 0.0 0.0 0.000
H -28.20316 11.24779 29.89744 0.2 -0.2 -0.3 0.000
C -24.33151 5.12209 28.73093 -0.8 0.9 2.0 0.001
C -24.43833 5.21720 27.26798 0.3 0.0 -1.6 0.001
C -25.18385 6.49507 26.95450 -0.2 -0.4 -1.4 0.001
O -25.58367 7.05977 28.17986 -0.2 -0.3 1.6 0.026
C -25.52014 6.02712 29.21233 0.9 -0.8 -0.4 0.002
H -23.42406 5.58319 29.12082 0.2 -0.1 -0.1 0.000
H -24.42490 4.11785 29.14432 0.1 0.0 -0.1 0.000
H -25.02532 4.39715 26.85437 0.5 -0.2 -0.1 0.000
H -23.48228 5.38996 26.77382 0.2 -1.0 0.0 0.000
H -26.02332 6.26030 26.30008 -0.4 0.3 0.4 0.000
H -24.53842 7.14279 26.36122 -0.1 0.7 0.6 0.000
H -26.43588 5.44648 29.32360 -0.4 0.2 -0.7 0.000
H -25.32121 6.38668 30.22191 0.1 0.8 -0.3 0.000
```
Positions in Å, forces in eV/Å.

Summary:
* E_LUMO (spin up / spin down): 2.3 / 2.3 eV
* 2S+1: 5
* charge: -1
* ΔE to the lowest compared entry with this formula, charge and spin: 72.3 kcal per mole
* <S²>: 6.0067
* E_HOMO (spin up / spin down): -5.692 / -5.263 eV
* M: 760.47 g mol⁻¹
* HOMO-LUMO gap (spin up / spin down): 8.01 / 7.58 eV

2.
Entry from OMol25: a cluster of 3 separate species, C18H32BrCl2N5O8PS in total in a non-equilibrium geometry (ωB97M-V/def2-TZVPD).

Geometry as XYZ:
```
68
Properties=species:S:1:pos:R:3:forces:R:3:nbo_charge:R:1
C 4.30457 5.37534 -0.67767 -1.3 -0.8 0.1 -0.671
C 3.73636 3.88419 -0.77230 1.1 -1.0 -0.4 0.127
Cl 1.92750 3.72921 -0.53984 2.5 0.4 -0.3 0.056
C 4.54588 2.74556 -1.01589 -1.6 0.6 0.2 -0.175
Cl 6.33287 2.96582 -1.28296 -2.2 -0.5 0.3 0.051
C 3.95205 1.31099 -1.05038 -3.3 -4.3 1.2 0.441
N 2.77750 0.86746 -0.37850 1.0 0.4 -0.6 -0.507
C 2.44935 -0.51421 -0.58859 4.3 3.7 -1.7 0.620
N 1.41277 -1.18372 -0.09266 1.0 -0.1 0.3 -0.391
C 1.21591 -2.62952 -0.46713 -2.3 -0.4 -1.0 -0.333
C 0.46231 -3.45957 0.68431 1.8 0.2 1.7 0.097
N 1.07433 -3.72333 1.81438 -1.0 1.0 -3.0 -0.537
C 0.43516 -0.49863 0.80802 -1.3 1.3 0.5 -0.248
C -1.04576 -0.39044 0.15946 -0.1 0.4 1.1 -0.437
C -1.42518 1.16556 -0.09847 0.6 -1.6 0.9 -0.640
S -3.29764 1.25900 -0.02178 -3.4 0.5 -4.7 2.186
O -3.86932 -0.05166 -0.47309 1.9 2.3 2.2 -0.912
O -3.78762 2.34609 -0.94736 1.8 -2.1 3.5 -0.886
O -3.82410 1.62238 1.54578 1.7 -0.9 -1.8 -0.835
N 3.52162 -0.93033 -1.44968 -3.6 -0.6 2.6 -0.405
N 4.39015 0.09736 -1.69411 1.0 1.1 0.3 -0.510
P 5.85324 -0.11381 -2.68722 2.9 1.2 -0.7 1.210
O 7.25873 -0.02691 -1.69013 -3.0 -1.2 -0.4 -0.940
Br 5.91094 -2.27896 -3.44830 -0.5 0.7 1.0 -0.206
H 3.53710 6.05397 -1.18405 1.1 -0.9 0.8 0.258
H 4.32231 5.62082 0.44259 0.2 -0.2 -1.7 0.259
H 5.30964 5.50523 -1.17771 -1.2 -0.4 0.8 0.259
H 0.49170 -2.62744 -1.36012 1.3 -0.1 1.1 0.288
H 2.16560 -3.13372 -0.82416 -1.0 0.6 0.9 0.220
H -0.61284 -3.78991 0.56866 1.3 0.5 -0.2 0.205
H 2.01840 -3.30310 1.69756 -0.4 -0.4 0.5 0.319
H 0.74436 0.58400 1.02842 0.2 -1.8 -0.6 0.263
H 0.37220 -0.99400 1.83996 0.3 0.3 -1.8 0.240
H -1.76350 -0.74476 0.98278 1.0 0.2 -1.4 0.221
H -1.18479 -1.03794 -0.75928 0.1 0.8 1.1 0.251
H -1.08647 1.50040 -1.12580 -0.8 -0.1 1.3 0.271
H -0.99251 1.80549 0.74692 -0.8 -0.9 -1.5 0.301
H -3.38214 0.96643 2.13240 -0.4 0.4 -0.2 0.492
H 3.56626 -1.89106 -1.79962 0.9 0.8 -0.4 0.455
H 7.18373 -0.65858 -0.94255 0.4 0.4 -0.3 0.495
O -1.27946 3.51098 1.32198 0.1 0.4 0.8 -0.631
C -1.76120 4.13880 2.23890 -0.4 0.3 -0.1 0.838
O -1.88752 3.57158 3.44793 0.6 -0.4 -0.2 -0.510
C -2.24643 4.28651 4.64212 -0.3 0.2 0.3 -0.069
C -3.75078 4.37730 4.79166 -0.1 0.0 -0.2 -0.638
C -2.31296 5.51806 2.01943 0.4 0.5 0.1 -0.748
H -1.76143 5.26477 4.67526 -0.1 -0.1 -0.1 0.182
H -1.83601 3.71150 5.47486 0.1 -0.1 -0.3 0.202
H -4.20337 4.93892 3.97259 0.0 0.1 0.1 0.214
H -4.01380 4.86516 5.73223 0.0 0.0 -0.1 0.228
H -4.19601 3.37971 4.77711 0.1 0.1 0.1 0.221
H -3.35417 5.44360 1.70052 0.1 0.0 0.0 0.263
H -1.73247 6.00413 1.23397 -0.2 -0.2 -0.1 0.250
H -2.23956 6.16207 2.89492 -0.2 -0.1 0.0 0.224
O -0.82037 -3.25326 -2.78089 0.1 -0.5 0.3 -0.620
C -1.43640 -4.26955 -2.53468 -0.4 0.1 -0.4 0.816
O -0.77865 -5.42135 -2.34000 0.6 0.4 0.3 -0.509
C -1.38656 -6.62584 -1.84060 -0.2 -0.4 -0.1 -0.071
C -1.99084 -7.43857 -2.96630 -0.1 0.1 -0.2 -0.639
C -2.93818 -4.27813 -2.54006 -0.3 0.2 0.6 -0.752
H -2.10673 -6.40387 -1.04955 0.0 0.1 -0.1 0.180
H -0.58355 -7.19964 -1.37327 0.1 0.3 -0.1 0.204
H -2.79476 -6.89652 -3.46735 0.0 -0.1 0.1 0.212
H -2.39278 -8.37975 -2.58656 0.0 0.1 0.0 0.230
H -1.23583 -7.65964 -3.72430 0.0 0.0 0.1 0.225
H -3.29440 -4.46852 -3.55402 0.0 0.0 0.1 0.259
H -3.29342 -3.29883 -2.21445 0.1 0.0 -0.3 0.259
H -3.37302 -5.00332 -1.85334 0.0 -0.1 -0.2 0.225
```
Positions in Å, forces in eV/Å.

Summary:
* E_LUMO: -3.8 eV
* charge: +1
* E_HOMO: -12.146 eV
* M: 660.33 g mol⁻¹
* HOMO-LUMO gap: 8.34 eV

3.
Entry from OMol25: a cluster of 2 separate species, C18H32BrN2O6 in total in a non-equilibrium geometry (ωB97M-V/def2-TZVPD).

Geometry as XYZ:
```
59
Properties=species:S:1:pos:R:3:forces:R:3:nbo_charge:R:1
C 6.11880 -1.66338 1.96348 -0.6 0.3 0.8 -0.729
C 4.76933 -1.53371 0.98565 1.3 -3.4 -5.4 0.786
O 4.87512 -2.13285 -0.23327 -1.4 4.4 7.9 -0.565
O 3.52866 -0.84491 1.43717 2.6 -0.1 -1.6 -0.584
C 3.19882 0.27588 0.49551 1.5 0.1 -1.8 -0.101
C 2.09977 -0.14055 -0.64691 0.1 0.1 -0.2 -0.449
C 0.56871 0.37064 -0.36362 -0.3 0.1 0.0 -0.491
C 0.22860 0.69310 1.21519 -1.1 2.7 2.1 0.320
C -0.14473 2.28902 1.54937 0.1 -2.3 3.6 -0.228
C -0.48971 2.79031 3.09983 1.3 -5.4 -1.2 -0.103
C -0.44210 1.59147 4.24820 0.7 -0.4 -4.2 -0.242
C -0.06139 0.04029 3.79588 -0.6 3.5 -0.9 0.179
Br -0.01267 -1.29635 5.33651 0.0 1.9 -2.7 0.199
N 0.23340 -0.36721 2.33678 -1.0 4.1 0.9 -0.438
C 0.52267 -1.82505 2.05759 0.6 -2.7 0.1 0.048
O -0.63521 -2.73206 2.35542 1.1 2.9 -1.5 -0.532
C -1.77506 -2.42960 1.47616 -1.5 -0.6 0.7 0.204
O -2.50714 -3.72670 1.29354 2.9 2.3 -0.7 -0.530
C -1.68240 -4.59403 0.43241 0.9 -0.6 -0.9 -0.108
C -0.94128 -5.83489 1.21369 -0.8 -1.4 -0.8 -0.096
O 0.40397 -5.52830 1.72605 -0.9 -1.0 0.7 -0.749
H 7.10556 -1.61022 1.32575 -2.4 -0.1 1.0 0.272
H 6.12812 -2.69989 2.53289 -0.3 2.1 -1.4 0.264
H 6.13994 -0.83055 2.80279 -0.2 -1.6 -1.9 0.239
H 2.96459 1.26278 1.07918 0.1 -2.2 -0.8 0.215
H 4.22067 0.47899 -0.08725 -2.4 -0.2 1.2 0.221
H 2.43860 0.36343 -1.67465 -0.8 -1.2 2.3 0.250
H 2.09419 -1.30107 -0.80589 0.3 2.3 0.4 0.253
H -0.20453 -0.41589 -0.78827 1.5 1.5 1.0 0.253
H 0.39390 1.36101 -1.00570 0.1 -2.0 1.9 0.281
H -0.14207 3.10166 0.70283 0.0 -2.1 1.6 0.286
H -0.73463 3.90379 3.39422 0.5 -2.5 -0.8 0.280
H -0.69900 1.89447 5.36362 0.7 -1.2 -2.6 0.291
H 0.83320 -2.07083 0.95608 -0.6 1.3 2.0 0.241
H 1.45218 -2.14675 2.73420 -2.4 0.7 -1.3 0.263
H -2.49360 -1.65923 2.03118 1.3 -1.9 -1.2 0.191
H -1.45161 -1.95312 0.44989 -0.4 -1.1 1.8 0.149
H -2.41387 -4.99569 -0.42028 1.7 0.6 2.0 0.219
H -0.82443 -3.96625 -0.10433 -1.8 -1.3 1.1 0.175
H -0.80131 -6.71898 0.42611 -0.5 1.9 1.5 0.178
H -1.66839 -6.24360 2.03576 1.4 1.0 -1.4 0.193
H 0.72771 -6.25752 2.35118 -1.1 1.5 -1.5 0.485
C -1.02845 4.14382 -3.05792 0.2 0.1 0.0 -0.617
C -1.52954 2.70431 -3.15101 -0.4 0.4 -0.1 -0.079
C -2.55693 2.47974 -4.28438 -0.2 -0.2 0.2 -0.078
O -3.87058 2.96556 -3.99243 0.7 -0.1 -0.3 -0.546
C -4.04242 4.35764 -4.21175 -0.4 0.0 0.2 -0.251
N -2.07224 2.30282 -1.84466 -0.1 -0.2 0.0 -0.854
H -1.75935 4.81625 -2.60100 0.0 -0.1 -0.1 0.209
H -0.12439 4.19194 -2.44027 -0.1 0.0 -0.1 0.206
H -0.77456 4.53573 -4.04837 0.0 0.0 0.1 0.218
H -0.65856 2.07424 -3.36876 -0.1 -0.1 -0.1 0.182
H -2.66872 1.39863 -4.42685 -0.1 0.1 0.1 0.186
H -2.19802 2.88071 -5.23984 0.0 0.1 0.1 0.176
H -3.45602 4.71862 -5.06132 0.1 0.0 0.1 0.174
H -3.78802 4.91201 -3.30664 0.1 0.2 -0.1 0.162
H -5.10092 4.53944 -4.42023 0.2 -0.1 0.0 0.200
H -2.31497 1.31223 -1.88295 0.0 0.1 0.0 0.352
H -2.97770 2.76862 -1.73558 0.3 -0.1 0.0 0.371
```
Positions in Å, forces in eV/Å.

Summary:
* E_LUMO: -4.9 eV
* charge: +1
* E_HOMO: -11.671 eV
* M: 452.37 g mol⁻¹
* HOMO-LUMO gap: 6.79 eV

4.
Entry from OMol25: a cluster of 2 separate species, C18H32IN2O7S in total (ωB97M-V/def2-TZVPD).

Geometry as XYZ:
```
61
Properties=species:S:1:pos:R:3:forces:R:3:nbo_charge:R:1
C -2.34738 0.63044 1.52882 0.1 0.0 -0.1 -0.238
O -2.01897 -0.60046 0.92189 0.1 0.1 0.0 -0.533
C -1.18776 -0.34924 -0.19987 -0.4 -0.2 0.6 -0.085
C -0.62797 -1.62680 -0.82088 -0.3 0.2 -0.7 0.243
C 0.66662 -1.35368 -1.60805 0.2 -0.2 0.2 -0.486
C 1.84302 -0.77641 -0.80159 0.0 0.0 -0.4 -0.300
C 1.99528 0.74413 -0.92378 0.0 -0.1 0.0 -0.643
I 3.68111 -1.67884 -1.50570 -0.1 0.0 0.2 0.107
O -1.61428 -1.95853 -1.85159 -0.1 0.1 0.2 -0.719
S -1.76476 -3.52798 -2.05470 -0.1 -0.4 -0.4 2.566
O -3.13797 -3.81131 -2.29001 0.5 0.1 0.1 -0.881
O -0.75859 -4.00036 -2.95216 -0.3 0.2 0.3 -0.907
O -1.36861 -3.91207 -0.57885 0.0 0.1 -0.1 -0.700
C -0.63889 -2.86535 0.11665 0.2 -0.4 0.4 0.079
C 0.69874 -3.41799 0.57364 0.1 -0.1 0.1 -0.437
C 0.56678 -4.80493 1.22761 0.2 0.1 0.0 -0.424
C 1.50893 -4.95410 2.41039 -0.6 -0.3 -0.3 -0.061
O 2.86883 -4.67167 2.05375 0.1 0.1 0.9 -0.547
C 3.63404 -5.76933 1.80632 -0.1 -0.3 -0.6 0.807
C 4.94834 -5.79041 2.52253 0.3 0.1 -0.3 -0.729
O 3.27186 -6.64305 1.06351 -0.1 0.1 0.4 -0.568
H -3.22585 0.51056 2.15889 0.0 -0.1 -0.1 0.213
H -2.54416 1.36887 0.74116 -0.2 0.1 0.1 0.130
H -1.51252 1.00671 2.13212 0.0 0.0 0.0 0.174
H -1.82544 0.11558 -0.96118 0.3 0.2 -0.2 0.184
H -0.40092 0.34199 0.11561 0.2 -0.1 -0.1 0.175
H 0.41452 -0.67737 -2.42961 0.0 0.0 0.0 0.226
H 0.94788 -2.29390 -2.08136 -0.1 0.0 0.0 0.268
H 1.78973 -1.08888 0.23510 0.0 0.1 0.0 0.220
H 1.02868 1.22424 -1.10078 0.0 0.0 0.1 0.180
H 2.63044 1.00012 -1.77132 0.0 0.0 0.0 0.233
H 2.44080 1.16530 -0.02182 0.0 0.0 -0.1 0.226
H -1.23249 -2.67450 1.00811 -0.1 0.2 -0.2 0.225
H 1.11905 -2.73694 1.32159 -0.1 0.1 -0.1 0.209
H 1.41814 -3.47622 -0.24347 0.0 0.0 0.0 0.228
H 0.81699 -5.57470 0.49863 -0.2 0.0 0.0 0.243
H -0.44932 -4.98254 1.58931 0.0 0.0 -0.1 0.215
H 1.23142 -4.27249 3.21865 0.2 0.2 -0.1 0.180
H 1.42206 -5.96822 2.80876 0.2 0.0 -0.1 0.198
H 5.72977 -5.95228 1.77810 0.0 0.0 0.1 0.247
H 5.15515 -4.88369 3.08211 -0.1 0.0 0.0 0.231
H 4.95664 -6.66156 3.17956 0.0 0.1 0.0 0.251
C -1.44199 8.36416 -0.36198 -0.1 -0.1 0.0 -0.621
C -0.52740 7.16803 -0.16126 0.0 0.2 0.0 -0.210
N -1.24374 5.89640 -0.35418 0.1 -0.1 0.0 -0.276
C -2.16856 5.36075 0.51247 0.0 0.1 0.0 -0.038
C -2.58017 4.18684 -0.02371 0.1 -0.1 -0.2 -0.041
N -1.89610 4.02289 -1.20970 0.0 0.0 0.0 -0.281
C -1.09682 5.07111 -1.38251 0.0 0.0 0.0 0.253
C -2.02122 2.88316 -2.12627 0.0 0.1 0.0 -0.412
H -2.28892 8.33485 0.32336 0.0 0.0 0.0 0.221
H -0.88890 9.28237 -0.17599 0.0 0.0 0.0 0.248
H -1.83002 8.39445 -1.37980 0.0 0.0 0.0 0.224
H -0.10894 7.15374 0.84377 0.0 0.0 0.0 0.229
H 0.30255 7.18242 -0.86470 0.0 -0.1 0.0 0.225
H -2.43753 5.87323 1.41881 -0.1 -0.1 0.0 0.258
H -3.28758 3.44714 0.30387 0.0 0.1 0.1 0.256
H -0.43825 5.22559 -2.22034 0.0 0.0 0.0 0.248
H -1.05905 2.38836 -2.23428 0.0 0.0 0.0 0.233
H -2.37627 3.22625 -3.09452 0.0 0.0 0.0 0.241
H -2.74004 2.18613 -1.70912 0.0 0.0 0.0 0.239
```
Positions in Å, forces in eV/Å.

Summary:
* E_LUMO: -3.2 eV
* charge: +1
* E_HOMO: -11.476 eV
* M: 547.43 g mol⁻¹
* HOMO-LUMO gap: 8.32 eV